Entry from the Open Molecules 2025 dataset: a cluster of 13 separate species, C5H37NO12S2 in total in a non-equilibrium geometry (ωB97M-V/def2-TZVPD).

ΔE to the lowest compared entry with this formula, charge and spin (eV): 0.0000
Frontier orbital gap (eV): 8.76
Largest force on an atom (eV Å⁻¹): 2.3
E_tot (eV): -53518.0539
LUMO energy (eV): 0.09
2S+1: 1

Atoms and positions in Å:
N: 1.40842 -3.21451 0.80346
C: 1.97352 -2.00261 0.18125
C: 3.24666 -1.56723 0.89410
C: 0.88771 -0.90820 0.19883
S: 0.93093 0.08050 -1.34546
S: 0.58562 2.02612 -0.97237
C: -1.21878 2.31344 -0.97279
C: -1.48620 3.70509 -1.53077
H: 1.11347 -3.01171 1.75452
H: 2.13797 -3.91487 0.85810
H: 2.20384 -2.25349 -0.87067
H: 3.09477 -1.37966 1.96338
H: 3.67859 -0.66165 0.50031
H: 4.01902 -2.32996 0.87154
H: -0.10721 -1.30475 0.27820
H: 1.02562 -0.24219 1.06510
H: -1.72261 1.55010 -1.56461
H: -1.56259 2.24037 0.06906
H: -1.00018 4.50115 -0.96485
H: -2.55740 3.90231 -1.49184
H: -1.16850 3.73566 -2.56151
H: -4.14130 -0.09184 -0.52520
H: -3.67042 0.27838 0.93237
O: -4.18983 -0.37190 0.39913
H: 0.35570 -1.03150 2.99433
H: 1.45360 0.03741 2.89192
O: 1.30487 -0.87687 3.15110
H: -3.21113 1.23046 2.92327
H: -1.98673 1.78377 2.09117
O: -2.68161 1.06972 2.13654
H: -3.10015 -3.23809 0.28467
H: -3.23565 -1.67621 0.29097
O: -2.57993 -2.43856 0.14526
H: 2.19259 3.92478 -1.07110
H: 2.86967 2.61204 -1.52785
O: 2.73786 3.20337 -0.75287
H: -1.82883 -0.49288 2.35194
H: -1.50696 -1.80070 1.64713
O: -1.31720 -1.30814 2.47093
H: -1.22747 -3.13296 -0.92567
H: 0.09993 -3.76699 -0.56001
O: -0.53903 -3.70527 -1.29740
H: 2.90769 0.77036 -2.92494
H: 2.63651 2.05994 -3.76141
O: 3.16440 1.68861 -3.04895
H: 2.11172 2.55223 0.73071
H: 2.38637 2.66737 2.21564
O: 1.75515 2.25505 1.61188
H: 0.12258 2.68419 1.95097
H: -0.92959 3.70242 1.56405
O: -0.80330 2.96291 2.16704
H: -2.61178 -1.57224 -1.55609
H: -2.32790 -0.86727 -2.89821
O: -2.96250 -0.90912 -2.17258
H: 1.39175 -3.55351 -3.64702
H: 0.57039 -3.09309 -2.41163
O: 1.30787 -2.81979 -3.03307

These are the Mulliken partial charges, in e, on atoms 1 to 6: -0.59, 0.42, -1.59, 1.53, -0.20, 0.06

Entry from the Open Molecules 2025 dataset: a cluster of 2 separate species, C4H7IN2 in total in a non-equilibrium geometry (ωB97M-V/def2-TZVPD).

ΔE to the lowest compared entry with this formula, charge and spin (eV): 2.4507
Frontier orbital gap (alpha / beta) (eV): 6.25 / 6.53
Largest force on an atom (eV Å⁻¹): 6.5
⟨S²⟩: 2.02
E_tot (eV): -15335.8462
LUMO energy (alpha / beta) (eV): 0.84 / -2.12
2S+1: 3

Atoms and positions in Å:
C: -0.05861 0.37848 -0.45741
C: 1.75811 -0.29877 1.25744
C: -1.51840 -1.57997 -0.15756
C: -1.23868 -0.12190 -0.19732
N: 0.35430 1.72461 -0.63775
N: 2.84731 0.11529 1.44178
I: -0.97172 3.23061 -0.67017
H: 0.87990 -0.23850 -0.51100
H: -0.50285 -2.05959 -0.10924
H: -1.95609 -1.83942 0.76684
H: -2.13654 -1.91557 -0.88221
H: -2.13333 0.47902 -0.24801
H: 1.01919 1.63913 -1.51880
H: 3.65741 0.48657 1.92341

These are the Mulliken partial charges, in e, on atoms 1 to 6: -0.09, -0.09, -1.24, -0.13, -0.39, -0.17

Entry from the Open Molecules 2025 dataset: a structure of composition CH4N5 in a non-equilibrium geometry (ωB97M-V/def2-TZVPD).

ΔE to the lowest compared entry with this formula, charge and spin (eV): 3.0593
Frontier orbital gap (eV): 12.26
Largest force on an atom (eV Å⁻¹): 5.9
E_tot (eV): -8540.6398
Total charge: +1
LUMO energy (eV): -5.27
2S+1: 1

Atoms and positions in Å:
C: 1.88352 -0.23098 -0.09783
N: -1.96381 -0.20034 -0.69884
N: -0.80900 -0.69151 -0.91975
N: -0.64453 0.51799 0.85360
N: -1.93460 0.49020 0.38951
N: -0.05473 -0.19852 -0.05052
H: 2.30435 -0.92570 0.61310
H: 2.15419 -0.44662 -1.14228
H: 1.84261 0.81866 0.28410
H: -2.77800 0.86682 0.76892

These are the Mulliken partial charges, in e, on atoms 1 to 6: -0.27, -0.19, -0.28, -0.36, 0.36, 0.58

Entry from the Open Molecules 2025 dataset: a structure of composition C19H14BiN8O6 (ωB97M-V/def2-TZVPD).

Frontier orbital gap (eV): 9.31
Largest force on an atom (eV Å⁻¹): 0.2
E_tot (eV): -49972.9796
Total charge: +1
LUMO energy (eV): -3.46
2S+1: 1

Atoms and positions in Å:
Bi: -1.25561 -0.79782 0.63695
O: 3.48925 3.39221 0.62971
C: 2.51690 2.48167 0.59849
C: 2.65694 1.23427 -0.01957
C: 1.58292 0.37760 0.00196
N: 0.43793 0.72003 0.58289
C: 0.29545 1.89042 1.20526
C: 1.31343 2.80905 1.23565
C: -1.05742 2.09184 1.87530
O: -1.28408 3.10854 2.47808
O: -1.86537 1.07735 1.70248
C: 1.61244 -1.03129 -0.56560
O: 2.62862 -1.47145 -1.03926
O: 0.47236 -1.66124 -0.44506
H: 4.28157 3.08658 0.16944
H: 3.57526 0.91986 -0.49892
H: 1.18437 3.75448 1.74333
N: -1.78905 -3.51731 -3.40670
C: -2.01118 -3.56336 -2.08786
N: -2.07898 -2.33787 -1.61543
C: -1.88172 -1.56990 -2.72143
N: -1.71425 -2.24975 -3.83195
C: -1.89697 -0.10720 -2.67826
C: -2.04120 0.64964 -3.84030
N: -2.11214 1.96971 -3.81170
C: -2.06343 2.55292 -2.61855
C: -1.91114 1.81925 -1.45452
N: -1.80767 0.48942 -1.48623
H: -1.68348 -4.27728 -4.05960
H: -2.11001 -4.47911 -1.52924
H: -2.10298 0.15460 -4.80087
H: -2.14629 3.63139 -2.58227
H: -1.88910 2.30485 -0.48975
N: 3.36700 -3.08328 6.11221
C: 2.17184 -2.45382 6.21640
O: 1.64194 -2.18034 7.26889
C: 1.48072 -2.10212 4.91594
C: 1.72349 -2.73712 3.70712
C: 1.00301 -2.35195 2.59142
N: 0.08141 -1.38385 2.63871
C: -0.16623 -0.77810 3.81012
C: 0.51058 -1.11070 4.96464
H: 3.86394 -3.26997 6.96803
H: 3.88350 -3.11140 5.25226
H: 2.43775 -3.54351 3.61453
H: 1.16904 -2.81604 1.62659
H: -0.93665 -0.01611 3.81013
H: 0.29037 -0.62350 5.90398

These are the Mulliken partial charges, in e, on atoms 1 to 6: 1.29, -0.51, 0.91, -0.60, -0.13, 0.49

Entry from the Open Molecules 2025 dataset: a cluster of 2 separate species, C2H3N3S in total in a non-equilibrium geometry (ωB97M-V/def2-TZVPD).

ΔE to the lowest compared entry with this formula, charge and spin (eV): 4.6171
Frontier orbital gap (eV): 7.99
Largest force on an atom (eV Å⁻¹): 3.3
E_tot (eV): -17423.1796
LUMO energy (eV): -0.52
2S+1: 1

Atoms and positions in Å:
C: 2.11321 0.60099 0.37106
C: 2.45339 -0.74737 0.22735
N: 2.28751 -1.88113 0.69246
N: 1.17128 1.40586 0.41062
N: 0.31333 2.14213 0.56959
S: 3.69609 0.36270 -0.42042
H: -1.79681 1.48095 -0.30814
H: 3.08931 -2.52134 0.56774
H: -2.49329 1.59050 -0.12546

These are the Mulliken partial charges, in e, on atoms 1 to 6: 0.35, 0.18, -0.54, 0.66, -0.78, -0.16

Entry from the Open Molecules 2025 dataset: a cluster of 4 separate species, C21H22BrO13P in total (ωB97M-V/def2-TZVPD).

Frontier orbital gap (eV): 8.12
SMILES: O=C1C=C(O)C(=O)C=C1O.O=C1C=C(O)C(=O)C=C1O.O=C1C=C(O)C(=O)C=C1O.O[PH3]CCCBr
Largest force on an atom (eV Å⁻¹): 0.7
E_tot (eV): -128079.9156
LUMO energy (eV): -1.47
2S+1: 1

Atoms and positions in Å:
O: 10.01304 -3.67064 -3.22228
C: 9.10606 -2.92558 -2.88919
C: 8.69583 -1.74099 -3.59190
C: 7.67982 -1.01581 -3.09053
O: 7.21493 0.08277 -3.64313
C: 6.95465 -1.40432 -1.80633
O: 6.06296 -0.65487 -1.45316
C: 7.35882 -2.60130 -1.11044
C: 8.37162 -3.32336 -1.61558
O: 8.84554 -4.43312 -1.08597
H: 9.21509 -1.47022 -4.50021
H: 6.47842 0.41560 -3.09175
H: 6.83543 -2.87582 -0.20572
H: 9.57617 -4.71857 -1.67044
O: -4.42570 -1.64600 2.59958
C: -3.30760 -2.13149 2.48922
C: -2.18523 -1.49624 1.85975
C: -1.02327 -2.16910 1.82207
O: 0.08453 -1.70892 1.26297
C: -0.85006 -3.55646 2.41807
O: 0.26016 -4.04672 2.31007
C: -1.98164 -4.18690 3.05423
C: -3.14626 -3.52037 3.08967
O: -4.25709 -3.97211 3.63814
H: -2.29654 -0.50602 1.43709
H: 0.77603 -2.38040 1.40919
H: -1.85511 -5.17142 3.48148
H: -4.92794 -3.27276 3.51240
O: -4.84059 2.00299 0.91617
C: -5.74413 2.62859 1.44808
C: -6.11699 3.97612 1.11620
C: -7.12655 4.54437 1.79791
O: -7.57324 5.76527 1.60428
C: -7.88150 3.81456 2.90381
O: -8.76411 4.46282 3.44125
C: -7.51537 2.46460 3.22322
C: -6.50814 1.88737 2.53999
O: -6.08662 0.66474 2.75080
H: -5.57614 4.48831 0.33332
H: -8.29861 5.89158 2.24983
H: -8.05850 1.95054 4.00336
H: -5.34835 0.45271 2.14817
O: -1.77618 1.30351 0.28530
P: -0.70984 1.17721 -1.04676
C: 0.52132 1.04868 -2.49220
C: 1.92520 1.57935 -2.16847
C: 2.58692 2.39906 -3.28128
Br: 4.40167 1.87179 -3.69813
H: -2.53929 1.85283 0.14032
H: -1.08382 2.46057 -1.47131
H: 0.32649 1.08446 -0.11581
H: -1.35679 0.00009 -1.45080
H: 0.08945 1.61957 -3.32862
H: 0.56850 -0.00239 -2.81277
H: 1.87918 2.20127 -1.26126
H: 2.58889 0.74214 -1.91887
H: 2.68522 3.45546 -3.03102
H: 2.05928 2.31294 -4.23200

These are the Mulliken partial charges, in e, on atoms 1 to 6: -0.64, 1.12, -1.03, 0.35, -0.54, 1.11

- Number 2 is which compound?
  C4H7IN2